# C23H19F5NO4SbSe4Ti

A structure of composition C23H19F5NO4SbSe4Ti in a non-equilibrium geometry (ωB97M-V with the def2-TZVPD basis set, the Open Molecules 2025 dataset).

```
58
C23H19F5NO4SbSe4Ti ωB97M-V with the def2-TZVPD basis set
Ti -0.106 -0.201 -0.716
O 1.729 2.595 1.565
C 0.872 1.746 1.060
O 1.185 1.021 0.059
C -0.452 1.605 1.547
C -1.175 2.328 2.514
C -2.510 2.049 2.672
C -3.156 1.050 1.886
C -2.400 0.382 0.969
N -1.097 0.656 0.811
C -2.834 -0.698 -0.011
O -3.963 -1.136 -0.029
O -1.832 -1.059 -0.777
H 2.562 2.519 0.998
H -0.677 3.104 3.084
H -3.091 2.609 3.396
H -4.208 0.824 1.993
C -0.145 -2.374 0.985
C 0.777 -2.405 -0.099
C 1.989 -1.795 0.357
C 1.776 -1.342 1.649
C 0.457 -1.686 2.037
C -0.196 -1.421 3.362
C 2.790 -0.591 2.465
C 3.324 -1.851 -0.316
C 0.650 -3.348 -1.271
C -1.392 -3.193 1.076
H -1.192 -0.979 3.238
H 0.399 -0.735 3.970
H -0.327 -2.345 3.939
H 3.424 0.031 1.826
H 3.455 -1.268 3.018
H 2.313 0.069 3.196
H 3.922 -0.955 -0.125
H 3.245 -1.975 -1.393
H 3.904 -2.704 0.066
H 1.483 -3.231 -1.959
H -0.268 -3.187 -1.836
H 0.646 -4.392 -0.928
H -2.153 -2.727 1.710
H -1.167 -4.176 1.516
H -1.838 -3.366 0.097
F -1.867 -0.422 -3.461
C -1.804 0.870 -3.108
C -1.074 1.287 -1.989
C -1.054 2.664 -1.847
F -0.378 3.255 -0.836
C -1.693 3.554 -2.689
F -1.646 4.882 -2.468
C -2.414 3.078 -3.751
F -3.065 3.925 -4.570
C -2.474 1.720 -3.961
F -3.188 1.252 -5.002
Se 4.308 2.227 -0.697
Sb 3.193 1.216 -2.654
Se 4.858 0.165 -4.091
Se 2.350 3.250 -3.812
Se 1.224 -0.372 -2.668
```

DFT total energy in eV: -338470.02283
2S+1: 3
Net charge: -2
Largest force on an atom in eV/Å: 2.50
Energy above the lowest of the compared OMol25 structures with the same formula, charge and spin in kcal/mol: 29.8

These are the Mulliken partial charges, in e, on atoms 1 to 4: -1.060 -0.752 0.117 1.830

=====

# C23H19IrN2O2

A structure of composition C23H19IrN2O2 (ωB97M-V with the def2-TZVPD basis set, the Open Molecules 2025 dataset).

```
47
C23H19IrN2O2 ωB97M-V with the def2-TZVPD basis set
Ir -0.577 0.078 -1.983
C -2.819 2.420 1.571
O -1.793 1.808 0.778
C -0.621 2.481 0.653
C -0.417 3.811 1.006
C 0.828 4.397 0.810
C 1.885 3.678 0.270
C 1.693 2.350 -0.080
C 0.451 1.773 0.108
N 0.239 0.391 -0.282
N 0.659 -0.439 0.640
C 0.604 -1.744 0.561
C 0.064 -2.460 -0.580
O -0.402 -1.835 -1.602
C 0.047 -3.870 -0.595
C 0.537 -4.552 0.474
C 1.083 -3.908 1.631
C 1.574 -4.664 2.700
C 2.101 -4.033 3.808
C 2.143 -2.640 3.863
C 1.662 -1.875 2.817
C 1.126 -2.501 1.690
H -3.201 3.323 1.092
H -2.443 2.660 2.565
H -3.613 1.684 1.650
H -1.216 4.391 1.445
H 0.970 5.431 1.094
H 2.852 4.141 0.135
H 2.504 1.756 -0.484
H -0.360 -4.370 -1.462
H 0.519 -5.636 0.459
H 1.538 -5.745 2.647
H 2.482 -4.617 4.634
H 2.557 -2.151 4.734
H 1.698 -0.796 2.868
C -0.611 2.144 -2.820
C 0.112 1.291 -3.691
C -0.507 0.131 -4.238
C -1.827 -0.191 -3.886
C -2.520 0.606 -2.951
C -1.916 1.787 -2.427
H -0.121 2.996 -2.366
H 1.151 1.501 -3.910
H 0.067 -0.540 -4.863
H -2.263 -1.120 -4.228
H -3.493 0.299 -2.593
H -2.427 2.359 -1.666
```

DFT total energy in eV: -34056.64703
Net charge: +2
Largest force on an atom in eV/Å: 0.14
Energy above the lowest of the compared OMol25 structures with the same formula, charge and spin in kcal/mol: 0.0

These are the Mulliken partial charges, in e, on atoms 1 to 4: 0.925 -1.018 -0.397 1.003